{"formula": "C40H50Br2N6O3PtS2SbSi3", "method": "ωB97M-V/def2-TZVPD", "elements": ["Pt", "Br", "C", "C", "C", "Br", "C", "C", "C", "C", "N", "C", "C", "O", "H", "H", "H", "H", "C", "Sb", "C", "C", "C", "C", "C", "C", "N", "Si", "C", "C", "C", "C", "C", "C", "C", "C", "C", "N", "Si", "C", "C", "C", "Si", "C", "C", "C", "H", "H", "H", "H", "H", "H", "H", "H", "H", "H", "H", "H", "H", "H", "H", "H", "H", "H", "H", "H", "H", "H", "H", "H", "H", "H", "H", "H", "H", "H", "H", "H", "H", "H", "H", "H", "H", "H", "N", "C", "C", "C", "C", "C", "C", "S", "O", "O", "N", "C", "S", "C", "C", "N", "H", "H", "H", "H", "H", "H", "H", "H"], "coordinates": [[-0.600745, -0.491323, 0.296726], [-1.323752, -4.988636, 2.990660], [-2.705513, -3.787767, 2.502226], [-3.957096, -4.122926, 3.051240], [-5.086556, -3.455883, 2.706150], [-6.738744, -3.933558, 3.518541], [-5.030819, -2.465801, 1.699786], [-6.158626, -1.841455, 1.132034], [-5.997039, -1.016750, 0.057948], [-4.700445, -0.793604, -0.432978], [-3.624457, -1.299338, 0.119699], [-3.761190, -2.127217, 1.167214], [-2.506331, -2.697646, 1.649610], [-1.341811, -2.258170, 1.277176], [-4.002232, -4.935842, 3.762162], [-7.139845, -2.051555, 1.536333], [-6.842740, -0.544111, -0.423710], [-4.563767, -0.186934, -1.318244], [4.123110, 0.038020, 1.960651], [1.974608, -0.004607, 2.337019], [1.280718, -1.251180, 0.726292], [1.974785, -1.223646, -0.623302], [3.026318, -0.367304, -0.972447], [3.577848, -0.420856, -2.238559], [3.077195, -1.328742, -3.157260], [2.030128, -2.135684, -2.740861], [1.496571, -2.093890, -1.526678], [1.511980, -3.035185, 1.378198], [3.386702, -3.378406, 1.224786], [0.802722, -4.432148, 0.353060], [1.289879, -3.138962, 3.245380], [1.286800, 2.025381, 1.691035], [0.937411, 2.104811, 0.217971], [1.244493, 3.264023, -0.504397], [1.096439, 3.341683, -1.874891], [0.664190, 2.222101, -2.559301], [0.321967, 1.122512, -1.809027], [0.374643, 1.077583, -0.466462], [2.699872, 3.248219, 2.145784], [3.563791, 2.835189, 3.766441], [2.145200, 5.049935, 2.349814], [4.061012, 3.300493, 0.824536], [-0.198125, 2.373820, 2.870866], [-1.140180, 3.843694, 2.183039], [-1.318196, 0.923936, 3.289500], [0.372468, 2.852026, 4.603495], [4.392483, -0.859002, 1.410172], [4.631129, 0.023077, 2.924747], [4.456621, 0.905611, 1.402310], [3.369481, 0.379697, -0.273082], [4.380564, 0.255922, -2.507835], [3.469348, -1.404282, -4.162775], [1.582069, -2.848484, -3.424048], [3.795732, -3.066331, 0.260137], [3.548162, -4.457806, 1.308949], [3.975626, -2.904657, 2.012895], [1.395586, -4.516136, -0.557439], [-0.240023, -4.288246, 0.082377], [0.899478, -5.363807, 0.917275], [2.115831, -2.619374, 3.736163], [1.338914, -4.186145, 3.549953], [0.352722, -2.722022, 3.609869], [1.615962, 4.127536, 0.020613], [1.335263, 4.260745, -2.395409], [0.538541, 2.195688, -3.631421], [-0.067441, 0.239515, -2.290217], [2.999944, 3.153876, 4.639867], [4.517991, 3.370088, 3.770317], [3.786960, 1.777034, 3.886278], [1.628441, 5.226626, 3.292630], [1.491474, 5.409806, 1.555683], [3.040746, 5.678090, 2.346529], [4.984873, 2.871955, 1.215489], [4.269101, 4.341051, 0.562997], [3.809677, 2.777884, -0.098306], [-1.345271, 3.753405, 1.117297], [-0.564819, 4.757207, 2.342284], [-2.098152, 3.959100, 2.696455], [-1.553232, 0.243799, 2.470502], [-2.258021, 1.318732, 3.690471], [-0.848877, 0.329126, 4.076314], [0.945549, 3.771760, 4.690399], [0.939596, 2.040445, 5.064293], [-0.543889, 2.977548, 5.188446], [0.584966, -3.225822, -7.129608], [-0.138417, -2.256724, -6.426752], [0.008684, -0.905298, -6.726130], [-0.735187, 0.048429, -6.046866], [-1.630747, -0.339560, -5.065454], [-1.785613, -1.685939, -4.759462], [-1.052015, -2.636328, -5.440794], [-2.611161, 0.876575, -4.235882], [-3.991462, 0.647491, -4.604664], [-2.065981, 2.177511, -4.584762], [-2.305305, 0.462399, -2.735055], [-2.671614, 1.224768, -1.709218], [-3.777577, 2.587009, -1.789010], [-3.767893, 2.696995, -0.065684], [-2.933269, 1.768828, 0.440898], [-2.283817, 0.967437, -0.463506], [1.459597, -2.903805, -7.511715], [0.685526, -4.105819, -6.649163], [0.710793, -0.599986, -7.493990], [-0.624105, 1.101286, -6.270084], [-2.472941, -1.980528, -3.977361], [-1.174707, -3.686891, -5.202090], [-4.344087, 3.433859, 0.466895], [-2.754447, 1.610781, 1.491021]], "forces_ev_per_a": [[0.0, 0.0, 0.5], [0.0, 0.0, 0.0], [-0.1, 0.0, 0.0], [0.0, 0.0, 0.0], [0.0, 0.0, 0.0], [0.0, 0.0, 0.0], [0.0, 0.0, 0.0], [0.0, 0.0, 0.0], [0.0, 0.1, 0.0], [0.0, -0.1, 0.1], [-0.5, -0.1, -0.3], [0.2, 0.1, 0.0], [0.1, 0.1, 0.0], [-0.3, 0.0, -0.1], [0.0, 0.0, 0.0], [0.0, 0.0, 0.0], [0.0, 0.0, 0.0], [0.0, 0.1, 0.0], [0.0, 0.1, 0.1], [-0.2, 0.0, 0.1], [0.0, -0.3, -0.5], [0.1, 0.1, 0.2], [-0.1, 0.1, 0.0], [0.0, 0.0, 0.0], [0.0, 0.0, 0.0], [0.0, 0.1, 0.0], [0.0, 0.0, 0.0], [0.3, 0.1, -0.1], [0.0, 0.0, 0.0], [-0.1, 0.0, 0.1], [0.0, 0.0, 0.0], [0.0, 0.0, -0.1], [0.1, 0.1, 0.2], [0.0, 0.0, -0.1], [0.0, 0.0, 0.0], [0.1, 0.0, 0.1], [0.0, -0.1, -0.1], [0.3, 0.4, -0.2], [0.0, 0.0, -0.1], [0.0, 0.0, 0.0], [0.0, 0.0, 0.0], [0.0, 0.0, 0.0], [0.1, 0.0, 0.0], [0.0, 0.0, 0.0], [0.0, 0.0, 0.0], [0.0, 0.0, 0.0], [0.0, 0.0, 0.0], [0.0, 0.0, 0.0], [0.1, 0.0, 0.0], [0.0, -0.1, 0.0], [0.0, 0.0, 0.0], [0.0, 0.0, 0.0], [0.0, -0.1, -0.1], [0.0, 0.0, 0.0], [0.0, 0.0, 0.0], [0.0, 0.0, 0.0], [0.0, 0.0, 0.0], [0.0, 0.0, 0.0], [0.0, 0.0, 0.0], [0.0, 0.0, 0.0], [0.0, 0.0, 0.0], [0.0, 0.0, 0.0], [0.0, 0.0, 0.0], [0.0, 0.0, 0.0], [0.0, 0.0, 0.0], [0.0, 0.0, 0.1], [0.0, 0.0, 0.0], [0.0, 0.0, 0.0], [0.0, 0.0, 0.0], [0.0, 0.0, 0.0], [0.0, 0.0, 0.0], [0.0, 0.0, 0.0], [0.0, 0.0, 0.0], [0.0, 0.0, 0.0], [0.0, 0.0, 0.0], [0.0, 0.0, 0.0], [0.0, 0.0, 0.0], [0.0, 0.0, 0.0], [0.0, 0.0, 0.0], [0.0, 0.0, 0.0], [0.0, 0.0, 0.0], [0.0, 0.0, 0.0], [0.0, 0.0, 0.0], [0.0, 0.0, 0.0], [0.0, 0.0, 0.0], [0.0, 0.0, 0.0], [0.0, 0.0, 0.0], [0.0, 0.0, 0.0], [0.0, 0.0, 0.0], [0.0, 0.0, 0.0], [0.0, 0.0, 0.0], [0.0, 0.0, 0.0], [0.0, 0.0, 0.0], [0.0, 0.0, 0.0], [0.1, 0.1, 0.0], [0.1, -0.2, 0.0], [0.0, 0.0, 0.0], [0.0, 0.0, 0.0], [-0.1, 0.0, 0.0], [0.0, -0.3, 0.4], [0.0, 0.0, 0.0], [0.0, 0.0, 0.0], [0.0, 0.0, 0.0], [0.0, 0.0, 0.0], [0.0, 0.0, 0.0], [0.0, 0.0, 0.0], [0.0, 0.0, 0.0], [0.0, 0.0, 0.0]], "mulliken_charge": [3.401, -0.176, -0.114, -0.626, -0.212, -0.283, 1.090, -0.899, -1.282, -0.098, 0.003, 0.029, -0.112, -1.487, 0.398, 0.312, 0.449, 0.622, -1.883, 0.182, 1.494, -1.079, -0.374, -0.850, -0.421, -0.895, 0.004, 1.527, -1.454, -1.169, -1.419, 1.177, -0.720, -0.838, -1.228, -1.650, -0.256, 0.581, 1.277, -1.307, -1.468, -1.487, 0.582, -1.215, -1.115, -1.300, 0.711, 0.438, 0.450, -0.185, 0.401, 0.400, 0.520, 0.302, 0.450, 0.268, 0.385, 0.216, 0.414, 0.410, 0.355, 0.275, 0.270, 0.445, 0.403, 1.286, 0.398, 0.410, 0.224, 0.337, 0.411, 0.441, 0.496, 0.440, 0.317, 0.282, 0.353, 0.514, -0.110, 0.553, 0.373, 0.295, 0.233, 0.425, -0.609, 1.071, -0.841, -0.223, -0.376, -0.359, -0.836, 1.111, -0.751, -0.702, 0.226, -0.790, -0.219, -0.572, -1.566, 0.963, 0.223, 0.232, 0.311, 0.512, 0.421, 0.308, 0.458, 0.693], "lumo_energy_ev": 2.228, "e_above_lowest_ev": 0.730, "e_tot_ha": -9281.129798, "homo_lumo_gap_ev": 7.12, "total_charge": -1}